Entry 1:
Formula: C5H9CsO3
Source: the Open Molecules 2025 dataset
Level of theory: ωB97M-V with the def2-TZVPD basis set

Last column: Löwdin charge in e.
CARTESIAN COORDINATES (ANGSTROEM)
C: 5.6955 3.4700 -1.9931  -0.089
C: 4.8882 4.4021 -1.4747  -0.088
H: 5.7405 3.2922 -3.0706  0.055
H: 6.3609 2.8790 -1.3592  0.055
H: 4.2452 5.0136 -2.1125  0.055
H: 4.8697 4.6013 -0.4001  0.056
H: -3.1722 -0.4864 0.4145  0.133
O: -3.0364 -2.4515 -0.2137  -0.090
C: -2.3939 -1.2906 0.3622  -0.697
C: -3.6718 -3.1873 0.8113  -0.206
O: -1.3199 -0.9453 -0.2812  -0.212
O: -2.1390 -1.7075 1.7104  -0.090
C: -3.2646 -2.4544 2.1026  -0.215
Cs: 2.3250 1.2097 -1.3333  0.905
H: -3.3050 -4.2249 0.7928  0.107
H: -4.7644 -3.1989 0.6742  0.105
H: -2.9853 -3.1325 2.9174  0.110
H: -4.0726 -1.7887 2.4532  0.107

**Orbital gap**: 0.1687 Eh
**E_LUMO**: -1.263 eV

***

Entry 2:
Formula: C5H9F
Source: the Open Molecules 2025 dataset
Level of theory: ωB97M-V with the def2-TZVPD basis set

Last column: Löwdin charge in e.
CARTESIAN COORDINATES (ANGSTROEM)
C: 0.0627 -0.7598 0.9897  -0.052
C: -0.6632 0.4344 0.2394  -0.222
C: 0.6816 -0.2630 -0.2188  -0.476
C: -2.0178 0.1613 -0.3453  -0.105
C: 1.9970 0.4773 -0.3148  -0.015
F: 0.5612 -1.1016 -1.3546  -0.012
H: 0.5219 -0.6028 1.9485  0.097
H: -0.6439 -1.6010 1.0383  0.117
H: -0.4603 1.4404 0.7005  0.136
H: -2.0197 -0.9442 -0.6535  0.091
H: -2.2670 0.5789 -1.3853  0.092
H: -2.8901 0.3551 0.3056  0.073
H: 2.0990 1.0260 -1.2265  0.066
H: 2.7718 -0.3813 -0.2354  0.115
H: 2.2666 1.1803 0.5124  0.094

**Orbital gap**: 0.3924 Eh
**E_LUMO**: 1.104 eV

***

Entry 3:
Formula: C5H9F
Source: the Open Molecules 2025 dataset
Level of theory: ωB97M-V with the def2-TZVPD basis set

Last column: Löwdin charge in e.
CARTESIAN COORDINATES (ANGSTROEM)
C: -0.4842 1.3933 -0.4495  -0.065
C: -0.3806 -0.0392 -0.0017  -0.686
C: -1.4916 -0.2611 1.0691  -0.041
C: 0.9824 -0.4901 0.2703  -0.193
C: 2.1318 0.1212 0.3605  0.010
H: 0.3008 1.2499 -1.2548  0.105
H: 0.1605 2.0217 0.3154  0.129
H: -1.3501 1.8754 -0.7075  0.035
H: -1.8132 -1.4543 0.8901  0.123
H: -2.3540 0.9457 0.9583  0.198
H: -0.6719 -0.1578 2.1303  0.156
H: 0.8078 -1.5308 0.0690  0.118
H: 2.3011 1.2304 0.1022  0.092
H: 3.0244 -0.5621 0.2621  0.078
F: -0.5502 -0.8847 -1.1396  -0.058

**Orbital gap**: 0.4026 Eh
**E_LUMO**: 0.765 eV

***

ΔE to the lowest compared entry with this formula, charge and spin? In order: 38.3, 24.6, 105.0 kcal per mole.